# 1
This record from the Open Molecules 2025 dataset describes a 10-piece molecular cluster, C39H96N2O13 overall at a distorted geometry. The level of theory is wB97M-V/def2-TZVPD.

Output
- net charge = 0
- E (Ha) = -2631.0324
- SMILES = CC1(C)CCCC(C)(C)N1O.CC1(C)CCCC(C)(C)N1O.CC(C)O.CC(C)O.CC(C)O.CC(C)O.CC(C)O.OCCO.OCCO.OCCO
- multiplicity = 1
- HOMO-LUMO gap (eV) = 8.574
- E_HOMO (eV) = -8.47
- ΔE to the lowest compared entry with this formula, charge and spin (kJ/mol) = 0.0
- maximum force (eV Å⁻¹) = 2.2

Geometry (Å):
C: -1.64280 -1.92165 -8.24775
C: -2.39086 -2.11683 -6.91077
C: -3.90348 -2.11010 -7.21404
C: -1.86243 -3.40389 -6.35134
C: -2.41559 -3.78436 -5.00980
C: -1.96808 -2.65304 -4.09044
C: -2.27773 -1.22809 -4.50974
C: -3.72773 -0.89309 -4.07003
C: -1.32141 -0.28756 -3.79423
N: -1.95306 -1.08483 -5.94735
O: -2.23983 0.20190 -6.43463
H: -1.94359 -2.64336 -9.02907
H: -1.75965 -0.88530 -8.58587
H: -0.55055 -2.08449 -8.17009
H: -4.17143 -2.70644 -8.08711
H: -4.46690 -2.34471 -6.30562
H: -4.24473 -1.16143 -7.58163
H: -2.12103 -4.17784 -7.06582
H: -0.77440 -3.27281 -6.24446
H: -3.50395 -3.85233 -5.09714
H: -2.04484 -4.73869 -4.65172
H: -0.88652 -2.71751 -3.97920
H: -2.25843 -2.85885 -3.05881
H: -3.80992 -0.45419 -3.08389
H: -4.51638 -1.67070 -4.11361
H: -4.05846 -0.13067 -4.77093
H: -1.63997 0.74395 -3.88136
H: -0.28274 -0.31697 -4.16391
H: -1.27828 -0.55364 -2.71956
H: -1.36365 0.62357 -6.50540
C: -5.06560 3.81185 2.29915
C: -4.45373 3.98352 0.86103
C: -5.29325 5.01289 0.06485
C: -3.00031 4.46717 0.93510
C: -2.01133 3.43539 1.39453
C: -2.13519 2.27776 0.43999
C: -3.52851 1.61411 0.45998
C: -3.51862 0.67570 -0.80794
C: -3.83020 0.82687 1.75480
N: -4.42109 2.69911 0.11897
O: -5.79628 2.17204 -0.10147
H: -4.32740 3.64301 3.07524
H: -5.62893 4.67997 2.63142
H: -5.81676 3.00422 2.31862
H: -6.33452 4.69217 -0.03697
H: -5.31884 5.94022 0.65615
H: -4.95388 5.10885 -0.97459
H: -2.66279 4.71565 -0.07049
H: -2.99525 5.37859 1.54190
H: -0.98689 3.82043 1.42515
H: -2.24740 3.05867 2.39660
H: -1.35846 1.54783 0.66144
H: -1.93898 2.61592 -0.59239
H: -4.50196 0.19558 -0.89844
H: -2.74111 -0.09059 -0.70487
H: -3.36916 1.23978 -1.74565
H: -3.60712 1.37911 2.67545
H: -3.36544 -0.17169 1.81866
H: -4.89530 0.63552 1.71520
H: -5.95224 2.28731 -1.04139
C: -2.58641 -2.00902 4.40334
C: -3.52875 -1.20760 5.39199
C: -2.70630 -0.46658 6.42273
O: -4.23602 -0.14977 4.76653
H: -3.17002 -2.65487 3.71748
H: -1.93347 -2.66320 4.97999
H: -2.03845 -1.27128 3.80486
H: -4.19089 -1.88820 5.92258
H: -3.35577 -0.03439 7.19872
H: -2.18413 0.30647 5.84761
H: -1.94457 -1.08110 6.85619
H: -4.80624 -0.43432 4.05812
C: 0.35096 -4.30698 3.15144
C: -0.34816 -5.05058 2.04538
C: 0.20544 -6.38057 1.72945
O: -1.77355 -5.04533 2.28778
H: 0.21663 -4.76926 4.13152
H: -0.13957 -3.33648 3.20377
H: 1.41667 -4.15721 3.02104
H: -0.21362 -4.46297 1.12429
H: -0.39263 -6.80163 0.93061
H: 0.15571 -7.09521 2.54847
H: 1.24156 -6.28439 1.38614
H: -2.02579 -5.70752 2.96164
C: 5.47599 -0.30196 2.52941
C: 5.20581 1.16263 2.32400
C: 6.37493 1.99032 1.90520
O: 4.18964 1.41537 1.28146
H: 5.88991 -0.76875 1.62458
H: 4.53768 -0.81701 2.75783
H: 6.19348 -0.41913 3.34639
H: 4.77668 1.52183 3.28009
H: 6.73295 1.73629 0.89944
H: 7.21529 1.82866 2.61215
H: 6.13250 3.05796 1.87931
H: 3.54168 0.69028 1.30535
C: 1.93904 4.17632 3.01846
C: 1.94496 5.45932 2.21208
C: 1.66005 6.68707 3.10383
O: 3.20383 5.63791 1.58718
H: 2.25571 3.39748 2.31173
H: 1.00756 3.87123 3.53819
H: 2.74725 4.32556 3.74368
H: 1.14349 5.48111 1.44471
H: 0.73299 6.66113 3.69102
H: 1.68245 7.61003 2.47230
H: 2.51785 6.77261 3.77419
H: 3.30388 5.01612 0.87008
C: 0.09050 -1.21890 0.47839
C: 0.96978 -0.19366 1.20348
C: 0.47153 0.21064 2.60669
O: 2.33628 -0.72395 1.37444
H: -0.97842 -1.08201 0.37123
H: 0.20334 -2.10397 1.07065
H: 0.51822 -1.40292 -0.52179
H: 1.09894 0.74981 0.65585
H: -0.56135 0.56860 2.62951
H: 1.12340 0.92235 3.14366
H: 0.52681 -0.71403 3.20533
H: 2.56185 -1.20248 0.56862
O: 5.02282 0.29402 -1.66752
C: 5.38343 -0.99992 -2.13858
C: 4.25745 -2.03959 -1.89014
O: 3.83947 -2.02613 -0.50345
H: 4.79778 0.24337 -0.72726
H: 5.74967 -0.93989 -3.15490
H: 6.27991 -1.34080 -1.54375
H: 4.60255 -3.04043 -2.17537
H: 3.35683 -1.77453 -2.46139
H: 4.61143 -2.36599 0.02256
O: 3.21922 -4.66721 1.03254
C: 3.92976 -4.06451 2.10901
C: 5.46554 -4.13716 1.89969
O: 5.88455 -3.28125 0.76102
H: 3.15423 -4.08750 0.26608
H: 3.56330 -3.03032 2.25482
H: 3.73783 -4.56066 3.06027
H: 5.81990 -5.14982 1.70959
H: 6.05015 -3.77630 2.74173
H: 6.29227 -3.80884 0.08477
O: 3.32735 4.46227 -3.01739
C: 3.33340 3.08632 -2.73019
C: 2.67045 2.75491 -1.41747
O: 3.39132 3.40123 -0.37300
H: 3.64826 4.94678 -2.24748
H: 2.77420 2.59987 -3.53388
H: 4.31942 2.63563 -2.66529
H: 2.69634 1.67445 -1.24453
H: 1.60281 3.02506 -1.38049
H: 3.87417 2.74409 0.14496

Here are the Mulliken charges for atoms 1 to 99, given in e: -1.948 1.531 -1.590 -1.349 -0.693 -1.619 2.522 -1.551 -2.171 0.246 -0.507 0.394 0.428 0.374 0.413 0.275 0.394 0.437 0.390 0.341 0.393 0.543 0.405 0.105 0.311 0.496 0.470 0.534 0.144 0.365 -1.663 1.897 -2.001 -1.519 0.063 -0.558 2.511 -2.260 -2.374 0.339 -0.470 0.304 0.475 0.253 0.442 0.441 0.386 0.367 0.398 -0.003 0.119 -1.017 0.698 0.640 0.167 0.572 0.514 0.228 0.755 0.329 -0.648 0.366 -1.440 -0.512 0.337 0.498 -0.203 0.289 0.343 0.287 0.397 0.285 -0.067 0.920 -1.473 -0.560 0.524 -0.244 -0.369 -0.047 0.407 0.387 0.233 0.329 -1.273 0.814 -1.543 0.178 0.163 0.102 0.594 0.279 0.266 0.444 0.353 -0.134 -0.694 0.564 -1.489

---

# 2
This record from the Open Molecules 2025 dataset describes a 11-piece molecular cluster, C39H99NO11 overall at a distorted geometry. The level of theory is wB97M-V/def2-TZVPD.

Output
- net charge = +1
- E (Ha) = -2427.2063
- multiplicity = 2
- HOMO-LUMO gap (spin up / spin down) (eV) = 9.618 / 5.439
- E_HOMO (spin up / spin down) (eV) = -11.66 / -11.66
- <S²> = 0.754
- maximum force (eV Å⁻¹) = 5.9

Geometry (Å):
C: -2.72266 0.64158 0.21838
C: -3.43301 0.64002 1.55765
C: -2.77755 -0.47775 2.44462
C: -2.60501 -0.01152 3.93568
C: -3.79154 0.83834 4.42935
C: -3.95037 2.17308 3.64253
N: -3.47988 1.90092 2.23362
O: -3.93420 2.87526 1.38456
C: -5.33055 2.79663 3.80499
C: -2.90792 3.17432 4.16209
C: -4.89594 0.25454 1.33963
H: -2.82221 -0.17377 -0.49813
H: -1.65476 0.81050 0.35672
H: -2.90032 1.53749 -0.37649
H: -3.38289 -1.38298 2.49152
H: -1.89550 -0.90555 1.96810
H: -1.65458 0.45825 4.18888
H: -2.73404 -0.88981 4.56817
H: -3.67075 0.96089 5.50568
H: -4.74921 0.32789 4.53140
H: -5.54137 2.95140 4.86315
H: -5.30777 3.78068 3.33678
H: -6.11143 2.16986 3.37432
H: -2.91056 3.34800 5.23816
H: -1.87744 2.92030 3.91373
H: -3.11820 4.17769 3.79179
H: -5.01618 -0.58617 0.65637
H: -5.49188 1.00962 0.82699
H: -5.36912 -0.03433 2.27812
H: -3.33155 3.59615 1.58135
C: -3.04291 -4.30697 -0.91796
C: -3.81516 -4.52121 0.33316
C: -2.95784 -4.33911 1.56681
O: -5.02507 -3.79962 0.32781
H: -2.89538 -3.23206 -1.02236
H: -3.47335 -4.84328 -1.76365
H: -2.00856 -4.65073 -0.91052
H: -4.09535 -5.56576 0.19715
H: -3.53676 -4.29583 2.48935
H: -2.46980 -3.36475 1.54364
H: -2.19302 -5.11558 1.55072
H: -4.87680 -3.01033 -0.19816
C: 0.04946 -1.73955 0.01961
C: 1.14181 -0.70479 0.19118
C: 1.57978 -0.08497 -1.18324
O: 0.71097 0.34415 1.04905
H: -0.03477 -2.14625 1.02739
H: 0.17766 -2.47553 -0.77411
H: -0.80592 -1.22878 -0.42259
H: 2.00860 -1.03623 0.76296
H: 2.34921 0.65950 -0.97868
H: 0.81604 0.36051 -1.82068
H: 2.14492 -0.83556 -1.73581
H: 0.47525 -0.10614 1.86347
C: 6.12427 0.14124 -5.17728
C: 5.53897 0.23813 -3.69736
C: 5.51293 1.64099 -2.91917
O: 4.25128 -0.19649 -3.76347
H: 7.18904 -0.09089 -5.19938
H: 5.98607 1.01833 -5.80951
H: 5.65956 -0.71693 -5.66275
H: 6.06930 -0.44274 -3.03157
H: 4.85395 2.29306 -3.49245
H: 6.47116 2.11165 -2.69926
H: 5.21936 1.46849 -1.88371
H: 4.05734 -0.31001 -2.83014
C: 2.26627 2.23377 4.32577
C: 3.51271 1.77825 5.09662
C: 3.49179 2.14690 6.59121
O: 3.63708 0.48325 4.84794
H: 1.25542 2.15392 4.72564
H: 2.25519 1.79968 3.32599
H: 2.28986 3.32351 4.32797
H: 4.37962 2.11481 4.52803
H: 3.51239 3.23529 6.64675
H: 4.39304 1.88327 7.14469
H: 2.62901 1.63291 7.01490
H: 3.99512 0.31456 3.97333
C: -4.66608 -0.83849 -4.64063
C: -3.45117 0.11903 -4.41579
C: -3.00796 0.18982 -2.96129
O: -2.36080 -0.40338 -5.19738
H: -5.58643 -0.38816 -4.26881
H: -4.71353 -1.70143 -3.97642
H: -4.91356 -1.19474 -5.64060
H: -3.69149 1.14329 -4.70080
H: -2.61719 -0.73615 -2.53941
H: -3.87628 0.56132 -2.41714
H: -2.34902 1.05499 -2.88799
H: -1.61853 0.19418 -5.08099
C: -0.24031 -3.03254 4.27917
C: 0.99848 -2.25116 4.22436
C: 2.22645 -3.05656 3.69338
O: 0.82051 -1.03602 3.52040
H: -1.12342 -2.45735 4.55731
H: -0.10657 -4.03170 4.69375
H: -0.58194 -3.28084 3.27431
H: 1.19853 -1.96405 5.25666
H: 2.17253 -3.34148 2.64266
H: 2.19001 -3.99443 4.24763
H: 3.20518 -2.59773 3.83356
H: 1.65221 -0.57551 3.65384
C: 1.75546 4.22900 0.21748
C: 0.20721 4.14282 0.44710
C: -0.29739 4.00907 1.92409
O: -0.29091 5.41962 -0.00955
H: 2.21788 3.25182 0.35672
H: 2.17707 4.78939 1.05193
H: 2.12411 4.69662 -0.69550
H: -0.30282 3.39914 -0.16520
H: -1.34336 3.76711 2.11256
H: 0.08404 4.78996 2.58199
H: 0.35442 3.20048 2.25486
H: 0.17963 6.04789 0.54314
C: 0.43701 1.02960 -7.19617
C: 0.28560 1.99284 -5.95656
C: -1.01807 2.93677 -5.97780
O: 0.04909 1.22032 -4.87117
H: 0.30999 1.64938 -8.08377
H: -0.36252 0.28953 -7.23012
H: 1.38118 0.48505 -7.20731
H: 1.21992 2.52170 -5.76824
H: -1.25006 3.39056 -5.01429
H: -1.96402 2.45145 -6.21811
H: -0.76496 3.85921 -6.50043
H: 0.53264 1.67244 -4.17593
C: 0.06846 -4.55673 -3.23030
C: -0.42363 -3.18768 -3.66944
C: -0.37656 -3.02437 -5.26642
O: -1.75026 -3.06194 -3.23887
H: -0.46364 -5.25058 -3.88111
H: -0.12347 -4.80112 -2.18554
H: 1.13264 -4.74397 -3.37364
H: 0.26622 -2.52032 -3.15288
H: -1.30923 -2.57926 -5.61296
H: -0.22386 -3.95110 -5.81955
H: 0.44288 -2.34126 -5.48997
H: -2.00673 -2.28017 -3.73348
C: 5.29619 -0.59241 -0.10917
C: 4.92292 -0.94029 1.37565
C: 6.20912 -0.92332 2.22256
O: 4.13421 -0.00988 1.93187
H: 5.81955 -1.46525 -0.49949
H: 5.90548 0.28193 -0.33805
H: 4.44629 -0.60921 -0.79143
H: 4.39341 -1.89303 1.37710
H: 6.89823 -1.63312 1.76495
H: 5.86366 -1.22334 3.21188
H: 6.57352 0.09944 2.31886
H: 3.61872 0.48731 1.29260

Here are the Mulliken charges for atoms 1 to 99, given in e: -1.731 1.232 0.955 -0.337 -1.872 1.141 1.446 -0.498 -1.647 -1.706 -1.650 -0.314 0.405 0.866 0.184 -0.964 -0.075 0.429 0.694 0.533 0.386 0.370 0.400 0.436 0.352 0.516 0.275 0.403 0.317 0.390 -0.465 0.367 -0.549 -0.591 -0.240 0.322 0.093 0.310 0.441 -0.498 0.509 0.293 -0.108 1.600 -1.798 0.937 -0.116 0.433 -0.505 -0.630 0.420 0.261 0.397 -0.444 -1.370 0.742 -0.871 -0.538 0.361 0.302 0.352 0.100 0.284 0.363 0.037 0.121 -0.863 0.598 -1.447 -0.521 0.314 -0.152 0.540 0.252 0.359 0.387 0.351 0.072 -1.563 0.335 -0.394 -0.402 0.451 0.247 0.380 0.491 -0.329 0.462 0.324 0.091 -1.418 0.714 -1.324 -0.157 0.063 0.474 0.246 0.419 0.176

---

Question: What is the net charge in the second record?
Answer: +1

---

Question: Among the records above, which one has the lowest E?
Answer: C39H96N2O13